Below is a molecular structure, C36H52N3OP2Pt at a distorted geometry, with properties calculated with wB97M-V/def2-TZVPD.

energy: -2444.16986 Ha
HOMO-LUMO gap (spin up / spin down): 6.1 / 5.6 eV
LUMO level (spin up / spin down): -2.79 / -3.62 eV
charge: +1
HOMO level (spin up / spin down): -0.32593 / -0.33992 Ha
2S+1: 3

Geometry as XYZ:
```
95
Properties=species:S:1:pos:R:3:lowdin_spin:R:1
C -1.61186 -1.76536 -1.79387 0.02
C 0.63838 -2.32915 -1.43188 0.02
C -1.64893 -2.48234 -2.99092 0.01
C 0.57997 -3.21159 -2.54945 0.01
C -0.56246 -3.28605 -3.31883 0.00
H -2.52696 -2.37252 -3.62110 0.00
H 1.49550 -3.73768 -2.81612 0.00
H -0.61679 -3.94114 -4.19105 0.00
N -0.57732 -1.89118 -0.95123 0.17
P -2.77161 -0.45046 0.30765 0.11
P 2.44493 -0.71818 0.25907 0.19
C -2.67256 -0.72830 -1.49048 0.01
H -2.39834 0.22535 -1.96807 0.00
H -3.63265 -1.03244 -1.92335 0.00
C 1.88211 -1.79130 -1.01864 0.03
H 2.73080 -2.31967 -1.48603 0.00
C 3.86258 0.13104 -0.84026 0.04
C 3.29645 -1.47397 1.87482 0.02
C -3.45436 1.28622 0.50001 0.02
C -3.96776 -1.83611 0.78616 0.02
C 3.68259 1.62607 -0.56055 0.01
H 3.73037 1.87046 0.50964 0.00
H 4.48055 2.17935 -1.07797 0.00
H 2.71942 1.97686 -0.95226 0.00
C 5.28491 -0.34277 -0.52204 0.01
H 5.59632 -0.19977 0.51504 0.00
H 5.43495 -1.39467 -0.79657 0.00
H 5.97833 0.24274 -1.14469 0.00
C 3.67174 -0.11613 -2.34067 0.00
H 4.31975 0.57159 -2.90383 0.00
H 3.92039 -1.13729 -2.64661 0.00
H 2.64717 0.08483 -2.65068 0.00
C 4.00173 -0.32310 2.61309 0.00
H 3.26984 0.44157 2.91375 0.00
H 4.46709 -0.72168 3.52774 0.00
H 4.78378 0.18273 2.03854 0.00
C 2.23814 -2.02250 2.82917 0.01
H 1.56636 -1.23512 3.18266 0.00
H 1.64986 -2.82582 2.37396 0.00
H 2.75438 -2.43633 3.71052 0.00
C 4.19587 -2.64334 1.47977 0.01
H 5.04138 -2.36706 0.84664 0.00
H 4.60828 -3.09033 2.39716 0.00
H 3.61271 -3.41533 0.95982 0.00
C -4.43585 -1.58074 2.22309 0.00
H -5.05231 -2.43928 2.52817 0.00
H -3.59388 -1.51590 2.92508 0.00
H -5.06001 -0.68129 2.31263 0.00
C -3.22516 -3.17920 0.74029 0.00
H -2.88436 -3.43386 -0.26929 0.00
H -2.36906 -3.20103 1.41943 0.00
H -3.93136 -3.95731 1.06312 0.00
C -5.17885 -1.95752 -0.15142 0.01
H -5.85415 -2.70649 0.28739 0.00
H -5.75030 -1.03055 -0.26329 0.00
H -4.90717 -2.32580 -1.14810 0.00
C -2.58456 2.27136 -0.29702 0.00
H -2.67190 2.15025 -1.38356 0.00
H -2.89169 3.29886 -0.04484 0.00
H -1.52785 2.16544 -0.02242 0.00
C -3.32525 1.67169 1.98036 0.00
H -2.26845 1.70663 2.27218 0.00
H -3.75513 2.67519 2.11845 0.00
H -3.84869 0.98151 2.65302 0.00
C -4.91364 1.36206 0.03074 0.01
H -5.04482 1.01656 -1.00510 0.00
H -5.59971 0.80691 0.68532 0.00
H -5.23191 2.41603 0.06097 0.00
Pt -0.48879 -0.58094 0.90140 0.90
C -0.89316 -1.51010 2.43349 0.08
O -1.13641 -2.06312 3.43485 0.03
N 0.20310 0.51389 -0.63660 0.06
C 0.74516 0.52891 -1.72538 0.03
C 0.74873 1.47062 -2.83921 0.00
C 0.52834 2.82302 -2.53695 0.00
C 0.96364 1.09431 -4.18401 0.00
C 0.54463 3.79821 -3.53786 0.00
H 0.32818 3.08994 -1.49508 0.00
C 1.00208 2.07037 -5.18016 0.00
H 1.08908 0.03375 -4.40819 0.00
C 0.80179 3.41803 -4.86008 0.00
H 0.34528 4.84123 -3.27025 0.00
H 1.17415 1.77318 -6.22273 0.00
H 0.82389 4.18092 -5.64628 0.00
C 0.59156 3.61100 3.88498 0.00
C 0.75417 3.65190 2.50049 0.00
C 0.57483 2.48004 1.75732 0.01
N 0.18316 1.32099 2.32442 0.13
C 0.09557 1.25996 3.66979 0.01
C 0.28112 2.39033 4.47786 0.00
H 0.71048 4.50888 4.48589 0.00
H 1.01092 4.55868 1.96445 0.00
H 0.75651 2.47234 0.67785 0.00
H -0.14025 0.29567 4.12685 0.00
H 0.16329 2.27434 5.54989 0.00
```

=====

Below is a molecular structure, C33H57NP2SiTl at a distorted geometry, with properties calculated with wB97M-V/def2-TZVPD.

energy: -2490.66970 Ha
HOMO-LUMO gap (spin up / spin down): 4.2 / 4.2 eV
LUMO level (spin up / spin down): -4.43 / -4.43 eV
charge: +1
HOMO level (spin up / spin down): -0.31562 / -0.31885 Ha

Geometry as XYZ:
```
95
Properties=species:S:1:pos:R:3:lowdin_charge:R:1
Tl -2.48258 1.96113 -2.58041 0.84
C 1.62023 0.52273 3.87718 -0.20
C 2.64793 1.05372 3.05422 -0.19
C 0.89391 2.55526 3.05241 -0.22
C 0.54092 1.46965 3.90387 -0.16
C 2.19111 2.30867 2.52711 -0.18
C 1.68630 -0.71604 4.68783 -0.05
H 2.56386 -1.31218 4.40607 0.07
H 0.78255 -1.32969 4.54901 0.06
H 1.77617 -0.47118 5.76228 0.10
C -0.66771 1.41195 4.76936 -0.02
H -0.73706 0.42174 5.26631 0.07
H -1.57730 1.54928 4.15131 0.05
H -0.64290 2.21989 5.54067 0.11
C 0.09915 3.77803 2.86866 -0.06
H 0.28445 4.47435 3.68748 0.09
H -0.96185 3.55507 2.86360 0.06
H 0.35033 4.26843 1.93608 0.06
C 2.99741 3.23436 1.69618 -0.04
H 3.61177 3.90668 2.33536 0.10
H 2.32120 3.86816 1.09248 0.07
H 3.67033 2.66602 1.02177 0.07
C 3.98794 0.48247 2.83485 -0.04
H 4.75036 1.17378 3.22523 0.10
H 4.18931 0.30912 1.76801 0.05
H 4.09516 -0.46111 3.38105 0.07
C 0.65566 -1.48879 0.55632 -0.10
C 1.78176 -1.87341 1.14103 -0.11
C 3.13211 -2.20237 0.55341 -0.18
C 3.49843 -1.46222 -0.69824 -0.20
C 3.24429 0.01178 -0.56405 -0.09
C 2.08330 0.65578 -0.89404 -0.10
C 0.84937 0.06547 -1.41250 -0.24
C 0.48898 -1.34495 -0.96760 -0.20
H 3.31161 -3.27408 0.44797 0.12
H 3.07805 -1.87360 -1.60498 0.10
H 3.79358 -1.95316 1.37907 0.10
H 1.12861 -2.13492 -1.39655 0.10
H -0.37442 -1.40307 1.04249 0.09
H 1.64527 -2.22500 2.17204 0.10
H -0.56641 -1.61505 -1.26580 0.11
H 0.01354 0.68410 -1.02688 0.07
H 2.09425 1.73288 -0.92466 0.09
H 0.86818 0.07783 -2.51913 0.06
H 4.56836 -1.59017 -0.77729 0.11
H 4.14096 0.60467 -0.31457 0.10
P -0.41743 0.05672 -5.04037 0.76
P -0.21485 2.63481 -6.37386 0.79
C -0.42788 -0.04353 -6.98132 -0.41
C -0.75441 1.27896 -7.58910 -0.45
H -1.10142 -0.84012 -7.30463 0.08
H 0.55936 -0.35182 -7.32716 0.07
H -0.31448 1.46352 -8.57431 0.08
H -1.82591 1.40385 -7.69101 0.07
C -0.84389 3.96891 -7.50557 -0.34
H -0.48311 4.96568 -7.20106 0.04
H -1.94096 4.02184 -7.44584 0.03
H -0.57532 3.81632 -8.57355 0.05
C 1.48079 2.69645 -7.15874 -0.31
H 1.45211 2.65418 -8.26801 0.05
H 2.13221 1.87706 -6.82457 0.03
H 2.03145 3.61302 -6.89497 0.04
C -1.86045 -1.05680 -4.90160 -0.34
H -1.94888 -1.37761 -3.86081 0.02
H -1.75462 -1.93253 -5.55670 0.05
H -2.75813 -0.49004 -5.17486 0.03
C 0.96833 -1.19260 -5.01750 -0.29
H 1.89853 -0.77842 -5.44736 0.05
H 0.70660 -2.10444 -5.58695 0.06
H 1.21733 -1.48952 -3.99006 0.01
C -4.01606 -0.48701 0.40033 -0.18
Si -3.75162 -0.67719 2.25085 0.40
C -3.97055 0.97835 3.09491 -0.18
C -5.03189 -1.95696 2.87269 -0.17
N -2.25862 -1.38742 2.69917 0.04
C -1.80190 -2.24956 3.59570 -0.38
C -1.93742 -2.08200 5.03544 -0.02
C -1.51673 -3.07586 5.91397 -0.08
C -0.86630 -4.23494 5.45653 -0.06
C -0.65205 -4.38554 4.08296 -0.08
C -1.05935 -3.41232 3.19415 -0.03
H -4.81151 -1.19523 0.09140 0.04
H -3.09902 -0.83391 -0.10578 0.00
H -4.16471 0.56962 0.07389 0.00
H -5.03499 1.25586 3.13873 0.04
H -3.56269 0.99109 4.10992 0.01
H -3.43224 1.71660 2.48603 0.02
H -4.72343 -2.95513 2.50350 0.04
H -5.06819 -2.01810 3.97487 0.03
H -6.04081 -1.71883 2.49680 0.03
H -2.46436 -1.17374 5.38510 0.11
H -1.73471 -2.96763 6.98245 0.11
H -0.61015 -5.02672 6.15304 0.11
H -0.16001 -5.27298 3.68129 0.11
H -0.88212 -3.48632 2.11793 0.10
```